# 1
The following is a quantum chemistry calculation of a molecular structure, C12H22ClN2O3PtRu, from OMol25.

Positions of all 42 atoms, in Å:
Ru 0.55 -0.73 -4.56
Cl 1.55 0.74 -3.21
C -0.56 -0.68 -6.26
C 2.07 -1.26 -5.83
H -0.24 -1.25 -7.14
H -1.62 -0.92 -6.06
H -0.57 0.39 -6.57
H 1.80 -1.75 -6.78
H 2.78 -1.91 -5.28
H 2.63 -0.33 -6.06
Pt -0.51 -0.43 -0.74
C -1.95 0.86 -1.35
C -0.01 -1.24 -2.39
H -2.15 0.76 -2.42
H -2.90 0.85 -0.80
H -1.45 1.82 -1.16
H 0.51 -2.19 -2.22
H -0.69 -1.40 -3.31
C -1.64 -1.16 3.87
C -1.16 0.28 3.89
C 0.15 0.48 3.09
C 0.58 2.01 3.20
C -0.55 2.99 2.90
C 1.28 -0.39 3.64
O 1.50 -0.54 4.84
N 2.10 -1.03 2.74
C 1.89 -1.26 1.39
O 2.65 -1.88 0.68
N 0.69 -0.75 0.92
C -0.08 0.02 1.67
O -1.10 0.42 0.97
H -2.08 -1.43 2.89
H -2.39 -1.31 4.66
H -0.80 -1.83 4.11
H -1.95 0.90 3.45
H -1.04 0.65 4.93
H 1.01 2.20 4.21
H 1.39 2.20 2.48
H -1.26 3.02 3.74
H -0.14 4.00 2.75
H -1.10 2.70 1.99
H 2.81 -1.62 3.12

<S²>: 15.781
LUMO energy (alpha / beta) in Eh: 0.1773 / 0.1501
E_tot in hartree: -1479.7746
2S+1: 8
Strongest force on any atom in eV/Å: 3.8
Net charge: -2
Frontier orbital gap (alpha / beta) in eV: 3.34 / 5.13



# 2
The following is a quantum chemistry calculation of a molecular structure, C12H22CuN6S, from OMol25.

Positions of all 42 atoms, in Å:
Cu 1.07 -0.07 -0.28
C 0.00 -1.16 3.85
C 0.12 -1.04 2.36
N 1.06 -0.38 1.76
N 1.87 0.39 2.53
C 2.86 1.11 1.90
N 3.66 1.94 2.58
S 3.07 0.92 0.22
C -0.83 -1.69 1.43
C -1.95 -2.42 1.80
C -2.71 -2.98 0.77
C -2.39 -2.75 -0.54
C -1.33 -1.82 -0.80
N -0.53 -1.38 0.15
H -0.48 -0.34 4.38
H 1.03 -1.26 4.22
H -0.61 -2.03 4.10
H 1.67 0.48 3.53
H 3.56 1.98 3.60
H 4.43 2.41 2.16
H -2.19 -2.54 2.84
H -3.56 -3.61 1.02
H -2.97 -3.15 -1.38
H -1.06 -1.60 -1.83
N 1.45 -0.41 -2.33
C 1.07 0.77 -3.18
C -0.48 0.91 -3.36
C -1.24 2.02 -2.66
C -1.57 1.78 -1.17
N -0.36 1.67 -0.34
H 2.45 -0.61 -2.40
H 0.98 -1.22 -2.69
H 1.60 0.66 -4.14
H 1.48 1.69 -2.70
H -1.02 -0.04 -3.14
H -0.57 1.11 -4.45
H -2.22 2.11 -3.11
H -0.72 3.02 -2.79
H -2.13 0.83 -1.11
H -2.27 2.57 -0.88
H -0.54 1.71 0.65
H 0.32 2.41 -0.58

<S²>: 0.754
LUMO energy (alpha / beta) in Eh: -0.2609 / -0.2806
Energy relative to the best compared isomer or geometry (same formula, charge and spin) in kcal/mol: 4.2
E_tot in hartree: -2837.1600
2S+1: 2
Strongest force on any atom in eV/Å: 2.2
Net charge: +2
Frontier orbital gap (alpha / beta) in eV: 8.60 / 7.97



# 3
The following is a quantum chemistry calculation of 2 unconnected molecules or ions with the total composition C12H22F4N2O2, from OMol25.

Positions of all 42 atoms, in Å:
C 2.84 -1.94 2.03
N 3.00 -0.46 1.76
C 3.05 0.37 3.02
F 1.96 0.12 3.99
C 4.51 0.34 3.81
O 5.71 0.51 3.19
O 4.59 0.15 5.29
C 2.86 1.96 2.53
F 2.63 2.88 3.66
F 3.98 2.40 1.62
F 1.63 1.93 1.66
H 2.19 -2.21 2.96
H 3.87 -2.53 2.04
H 2.25 -2.38 1.09
H 3.97 -0.35 1.33
C -3.12 -0.79 -3.94
C -3.64 -0.14 -2.66
C -2.60 0.81 -2.06
N -1.92 0.29 -0.77
C -2.89 0.35 0.40
C -1.33 -1.12 -0.91
C 0.03 -0.88 -1.52
C 0.54 0.30 -0.73
C -0.68 1.18 -0.48
H -2.17 -1.31 -3.78
H -3.85 -1.52 -4.32
H -2.96 -0.04 -4.72
H -3.96 -0.91 -1.96
H -4.53 0.43 -2.92
H -3.09 1.76 -1.77
H -1.81 1.04 -2.78
H -3.72 -0.33 0.20
H -3.24 1.38 0.50
H -2.36 0.04 1.31
H -1.24 -1.55 0.09
H -1.98 -1.76 -1.51
H -0.05 -0.64 -2.59
H 0.68 -1.76 -1.43
H 1.33 0.84 -1.26
H 0.95 -0.04 0.23
H -0.70 2.05 -1.14
H -0.72 1.52 0.56

LUMO energy in Eh: -0.0246
E_tot in hartree: -1129.6455
Strongest force on any atom in eV/Å: 8.8
Net charge: 0
Frontier orbital gap in eV: 5.66



# 4
The following is a quantum chemistry calculation of 5 unconnected molecules or ions with the total composition C12H22FNO9, from OMol25.

Positions of all 45 atoms, in Å:
N 18.07 28.39 14.40
H 18.41 27.68 13.85
H 16.99 28.52 14.29
H 18.41 29.41 13.99
H 18.31 28.12 15.33
F 16.52 26.83 12.66
C 12.33 24.33 12.50
C 13.40 23.79 13.37
C 14.04 24.76 14.30
O 13.87 24.22 15.59
C 13.05 23.16 15.50
O 12.73 22.60 16.49
O 12.76 22.88 14.32
H 11.90 23.47 11.86
H 12.79 25.11 11.78
H 11.48 24.64 13.07
H 14.01 22.88 12.90
H 13.95 25.89 14.22
H 15.08 24.61 13.79
C 14.64 29.49 10.11
C 13.48 28.91 10.87
C 13.82 29.33 12.34
O 12.81 30.26 12.71
C 11.90 30.26 11.76
O 10.86 30.96 11.86
O 12.25 29.64 10.67
H 14.90 29.26 9.08
H 15.52 28.95 10.48
H 14.75 30.53 10.02
H 13.51 27.86 10.72
H 14.95 29.34 12.60
H 13.58 28.32 12.82
C 16.84 25.99 8.75
C 16.74 24.79 9.75
C 15.33 24.54 10.22
O 15.36 23.06 10.22
C 16.34 22.61 9.53
O 16.49 21.49 9.31
O 17.23 23.49 9.23
H 16.52 25.64 7.75
H 17.87 26.08 8.44
H 16.44 27.05 8.87
H 17.44 24.85 10.64
H 14.59 24.93 9.68
H 15.24 24.75 11.18

LUMO energy in Eh: -0.0569
Energy relative to the best compared isomer or geometry (same formula, charge and spin) in kcal/mol: 27.4
E_tot in hartree: -1302.0270
Strongest force on any atom in eV/Å: 7.0
Net charge: 0
Frontier orbital gap in eV: 8.43



# 5
The following is a quantum chemistry calculation of a molecular structure, C12H22GdI2InN2O3S3, from OMol25.

Positions of all 46 atoms, in Å:
I 2.10 1.80 -0.82
I 0.56 -5.08 1.24
In -0.34 -2.72 0.71
Gd 0.12 -0.15 0.15
S 1.11 -1.98 -1.28
S 1.56 -1.28 1.74
C -1.39 0.58 -1.43
C 0.53 -2.39 -2.89
C 1.42 -0.72 3.38
C 0.72 -3.90 -2.95
C -0.87 -1.96 -3.27
C 1.58 -1.64 -3.70
C 2.15 -1.87 4.05
C 0.04 -0.51 3.98
C 2.24 0.56 3.36
C -2.05 -3.24 -0.49
C -1.81 -2.51 2.29
O -2.07 1.02 -2.22
O -2.86 -3.71 -1.08
O -2.47 -2.68 3.17
H 0.03 -4.43 -2.28
H 1.74 -4.18 -2.67
H 0.53 -4.22 -3.98
H -1.55 -1.83 -2.42
H -1.30 -2.74 -3.92
H -0.85 -1.02 -3.85
H 1.54 -0.56 -3.52
H 1.39 -1.83 -4.76
H 2.59 -1.99 -3.45
H 2.23 -1.65 5.11
H 3.16 -1.98 3.64
H 1.62 -2.81 3.92
H 0.09 0.36 4.67
H -0.26 -1.38 4.58
H -0.75 -0.30 3.25
H 2.37 0.90 4.39
H 1.76 1.37 2.78
H 3.24 0.39 2.92
N -1.76 4.15 0.49
C -1.11 3.68 -0.53
N -0.71 4.16 -1.67
S -0.61 2.10 -0.13
H -2.06 5.05 0.40
H -1.99 3.63 1.34
H -0.18 3.66 -2.38
H -0.97 5.07 -1.82

<S²>: 15.978
LUMO energy (alpha / beta) in Eh: -0.5402 / -0.6163
E_tot in hartree: -3549.5512
2S+1: 8
Strongest force on any atom in eV/Å: 4.3
Net charge: +4
Frontier orbital gap (alpha / beta) in eV: 6.23 / 4.58



# 6
The following is a quantum chemistry calculation of 2 unconnected molecules or ions with the total composition C12H22N3O5S, from OMol25.

Positions of all 43 atoms, in Å:
C 1.33 -3.85 1.08
C 0.37 -2.95 0.90
C -0.49 -1.60 0.85
N 0.30 -0.33 1.04
C -0.22 0.28 2.31
N -1.17 1.24 2.42
N 0.52 -0.33 3.46
C 1.87 -0.61 2.81
C 1.78 -0.43 1.20
C 2.24 1.12 0.85
O 3.59 1.21 0.32
C 4.55 0.50 1.13
C 5.11 0.97 2.57
O 4.96 -0.63 0.67
H 2.13 -4.63 1.40
H -1.12 -1.58 -0.13
H -1.26 -1.65 1.73
H -1.75 1.26 3.29
H -1.28 1.94 1.66
H 0.04 -1.17 3.86
H 2.06 -1.74 3.04
H 2.56 0.17 3.29
H 2.40 -1.11 0.51
H 1.53 1.44 -0.02
H 2.01 1.85 1.72
H 5.48 0.00 3.10
H 4.32 1.44 3.26
H 6.04 1.65 2.45
O -3.13 1.73 -1.65
S -3.40 0.43 -2.22
O -2.50 -0.69 -2.05
O -3.72 0.60 -3.80
C -2.78 1.29 -4.62
C -1.60 0.40 -4.97
C -5.03 -0.08 -1.73
H -2.45 2.22 -4.13
H -3.30 1.57 -5.54
H -0.99 0.18 -4.09
H -0.95 0.89 -5.70
H -1.94 -0.55 -5.38
H -5.72 0.74 -1.91
H -5.00 -0.31 -0.66
H -5.31 -0.96 -2.29

LUMO energy in Eh: -0.1790
E_tot in hartree: -1408.5955
Strongest force on any atom in eV/Å: 7.0
Net charge: +1
Frontier orbital gap in eV: 8.17